Record 1
The following is a DFT calculation (the ωB97M-V functional and the def2-TZVPD basis) of 3 unconnected molecules or ions with the total composition C9H15O5.

Geometry as ORCA input:
```
! RIJCOSX wB97M-V def2-TZVPD def2/J DEFGRID3
* xyz -1 1
C -1.06216 1.41121 -0.80439
O -0.53253 1.21334 -2.13602
H -1.10853 2.43934 -0.44535
H -2.00668 0.86978 -0.75113
H -0.46883 0.90251 -0.04460
O 2.56945 -0.08260 -2.33625
C 2.21784 -1.25842 -2.57827
O 3.12345 -2.23698 -2.49057
C 2.69252 -3.46069 -3.07086
C 1.15046 -3.35584 -2.69146
C 0.88448 -1.85375 -2.86422
H 3.26006 -4.16611 -2.46393
H 2.97209 -3.50848 -4.12332
H 0.90863 -3.65177 -1.67067
H 0.54003 -3.88475 -3.42340
H -0.03421 -1.51467 -2.38554
H 0.58079 -1.79533 -3.90943
O 0.93807 3.24051 3.92936
C -0.03646 2.61271 3.52184
O 0.03989 1.35930 2.99825
C -1.19813 0.64958 3.03888
C -2.08847 1.89549 2.80225
C -1.56147 3.17203 3.39312
H -1.30590 0.29822 4.06505
H -1.37720 -0.13779 2.30670
H -3.01646 1.58136 3.27999
H -2.41994 1.89586 1.76388
H -1.91727 3.38253 4.40168
H -1.74349 3.98341 2.68839
*
```

HOMO level ... -0.0692 hartree
Frontier orbital gap ... 4.95 eV

Record 2
The following is a DFT calculation (the ωB97M-V functional and the def2-TZVPD basis) of a molecular structure, C9H16BCl3N6S3SiV.

Geometry as ORCA input:
```
! RIJCOSX wB97M-V def2-TZVPD def2/J DEFGRID3
* xyz 1 3
V -0.20391 -0.41569 -0.03609
C 3.33121 -2.23530 -2.35069
N 2.62675 -3.02833 -1.35105
C 2.42487 -4.38835 -1.42256
C 1.72903 -4.73374 -0.31498
N 1.50865 -3.59877 0.43561
B 0.65564 -3.80573 1.79174
N 0.54206 -2.54385 2.70137
C 1.34199 -2.35114 3.80518
C 0.85018 -1.30612 4.51036
N -0.26046 -0.86034 3.82757
C -1.17042 0.18133 4.29306
C -0.41914 -1.60893 2.72663
S -1.67864 -1.40889 1.53524
C 2.06192 -2.58365 -0.21590
S 2.00456 -0.89815 0.26600
H 3.28377 -2.77127 -3.29438
H 4.36986 -2.08878 -2.06098
H 2.83639 -1.27366 -2.46285
H 2.79266 -4.96997 -2.24826
H 1.36754 -5.69119 0.01393
H 1.27266 -4.62633 2.41938
H -0.43255 -4.17506 1.45233
H 2.17689 -2.99782 4.00308
H 1.16227 -0.85936 5.43660
H -0.69515 0.68381 5.13061
H -2.10936 -0.26281 4.61523
H -1.35497 0.89385 3.49495
Cl -2.74045 0.55325 -2.60855
Si -0.79004 -0.06410 -2.37093
Cl -0.92112 -2.12630 -1.71196
Cl 0.07179 -0.08540 -4.21809
N 0.44007 4.14340 0.09778
C 0.84664 2.88744 0.23544
N 2.05683 2.54899 -0.18463
S -0.23083 1.77332 1.00108
H 1.03917 4.87879 -0.24107
H -0.49162 4.38316 0.39245
H 2.66951 3.20164 -0.64741
H 2.37797 1.60137 -0.07028
*
```

HOMO level (spin up / spin down) ... -0.4170 / -0.4215 hartree
Frontier orbital gap (spin up / spin down) ... 7.35 / 8.40 eV

Record 3
The following is a DFT calculation (the ωB97M-V functional and the def2-TZVPD basis) of a molecular structure, C9H16Br12FNO7S2.

Geometry as ORCA input:
```
! RIJCOSX wB97M-V def2-TZVPD def2/J DEFGRID3
* xyz 0 1
O 7.45849 2.17752 0.61360
S 5.99610 2.43946 0.67154
O 5.74136 3.85259 0.29637
O 5.38750 2.25567 2.21081
C 5.13627 1.26146 -0.43470
C 3.67134 1.77408 -0.68388
C 2.60809 1.08886 0.25632
C 1.19236 1.18316 -0.43720
N 0.08111 1.20247 0.54454
C -0.46741 2.55862 0.78047
O 0.56497 3.55756 0.83740
O -0.11879 4.77809 0.81779
S -1.25138 0.30055 -0.07504
O -2.45312 0.58997 0.74621
O -1.44595 0.70609 -1.49053
F -0.93562 -1.28001 0.07663
H 5.30738 1.30684 2.39735
H 5.08430 0.24356 0.02178
H 5.66316 1.13274 -1.40196
H 3.60483 2.88165 -0.59059
H 3.37202 1.51430 -1.72885
H 2.89300 0.01085 0.33074
H 2.61734 1.52324 1.27632
H 1.09462 0.23006 -1.01368
H 1.15907 2.00952 -1.18126
H -0.99012 2.56983 1.76816
H -1.23623 2.88472 0.03524
H -0.32247 5.00003 -0.10742
C -5.27933 1.32909 -0.68198
Br -5.31321 0.51245 -2.43797
Br -4.53933 3.11641 -0.73869
Br -7.02330 1.29972 0.15498
H -4.61775 0.73104 -0.06464
C -3.11445 -2.55282 -2.61155
Br -1.54352 -2.34373 -3.72213
Br -4.55332 -3.44077 -3.54939
Br -2.69700 -3.41899 -0.93429
H -3.46955 -1.55645 -2.37175
C -2.18086 -1.24322 3.98011
Br -0.99887 0.27516 4.18838
Br -1.53148 -2.79365 4.93932
Br -4.00079 -0.80554 4.46794
H -2.18678 -1.49890 2.92661
C -1.33809 -7.52053 -1.52211
Br -0.49000 -9.00028 -2.43695
Br -0.03534 -6.30936 -0.75775
Br -2.59442 -6.59466 -2.66552
H -1.90484 -7.93844 -0.69878
*
```

HOMO level ... -0.3765 hartree
Frontier orbital gap ... 9.82 eV

Record 4
The following is a DFT calculation (the ωB97M-V functional and the def2-TZVPD basis) of a molecular structure, C9H16Cl2ErN2O2P.

Geometry as ORCA input:
```
! RIJCOSX wB97M-V def2-TZVPD def2/J DEFGRID3
* xyz 2 4
C -0.27872 -4.26270 -3.94143
C -0.08063 -3.55162 -2.63891
H -1.34915 -4.40894 -4.13547
H 0.23073 -5.23186 -3.90641
H 0.16971 -3.67161 -4.74726
O -0.94865 -3.16481 -1.86796
Cl 1.63898 -3.28671 -2.27003
Er -0.07783 0.12764 0.83460
P -0.23661 2.14320 -0.89848
C -1.61732 3.22036 -0.81571
C 1.25657 3.10022 -0.72056
H 0.66208 0.70930 -2.62043
H -0.09319 2.22114 -3.24044
H -1.11451 0.83679 -2.72464
C -0.18911 1.39885 -2.52537
H 2.14660 2.45639 -0.76097
H 1.26805 3.81617 -1.54688
H -1.48937 3.95874 -1.61123
H -1.66580 3.72659 0.15900
H 1.25818 3.63742 0.23969
H -2.56023 2.67396 -0.96216
C -1.91190 0.93967 1.55070
O -2.97868 1.31651 2.06036
Cl 1.87203 -0.41011 -0.18005
N 0.77624 -0.43869 4.99727
C 0.93151 -1.80589 4.56348
C 0.64837 -1.84194 3.27266
N 0.30126 -0.50490 2.84718
C 0.39837 0.28563 3.92031
H 0.93384 -0.10016 5.94205
H 1.22791 -2.56196 5.22415
H 0.65182 -2.64887 2.57372
H 0.21945 1.32222 3.92924
*
```

HOMO level (spin up / spin down) ... -0.5754 / -0.5754 hartree
Frontier orbital gap (spin up / spin down) ... 6.43 / 6.47 eV

Record 5
The following is a DFT calculation (the ωB97M-V functional and the def2-TZVPD basis) of a molecular structure, C9H16CsN4O4Te.

Geometry as ORCA input:
```
! RIJCOSX wB97M-V def2-TZVPD def2/J DEFGRID3
* xyz -1 1
Cs -0.69365 2.78877 0.37041
O -0.08149 2.67134 3.09722
C -0.87080 1.72558 2.86900
O -2.12866 1.81012 2.86065
C -0.19364 0.44020 2.26577
O 0.49169 -0.30349 2.96081
O -0.37776 0.34574 0.99306
C -5.16717 0.42491 -0.80392
Te -3.67415 0.76995 0.72062
C -5.05442 1.78326 1.97998
H -5.68120 1.35828 -1.03150
H -5.88809 -0.32694 -0.48785
H -4.66171 0.07532 -1.70372
H -5.82856 1.10141 2.32469
H -5.50043 2.61949 1.44491
H -4.46372 2.14168 2.82000
C 2.11353 -2.06684 0.39469
C 2.98807 -2.14290 -0.85211
C 4.32138 -1.43146 -0.65288
C 2.27002 -1.63779 -2.10678
N 2.13215 -0.18764 -2.15692
C 1.31808 0.60326 -1.45359
N 1.59386 1.85403 -1.75294
N 2.60042 1.80289 -2.65542
N 2.93435 0.59056 -2.89938
H 2.63729 -2.49194 1.25215
H 1.18147 -2.62109 0.26899
H 1.83502 -1.05176 0.68084
H 3.19057 -3.20019 -1.06247
H 4.16856 -0.38595 -0.37722
H 4.93432 -1.44924 -1.55705
H 4.88456 -1.90218 0.15365
H 1.26481 -2.05638 -2.16840
H 2.81595 -1.90863 -3.00996
H 0.58936 0.25760 -0.72535
*
```

HOMO level ... -0.1617 hartree
Frontier orbital gap ... 6.49 eV

Record 6
The following is a DFT calculation (the ωB97M-V functional and the def2-TZVPD basis) of a molecular structure, C9H16CuINO.

Geometry as ORCA input:
```
! RIJCOSX wB97M-V def2-TZVPD def2/J DEFGRID3
* xyz 0 2
C 1.44665 -1.43142 -2.65182
C 3.63769 -1.94123 -0.29022
H 0.55029 -2.04271 -2.52077
H 2.40392 -2.20167 -2.68097
H 1.59491 -0.62374 -3.34982
H 3.43721 -1.55375 0.69703
H 3.22847 -2.92295 -0.57918
H 4.27386 -1.46881 -1.08187
Cu 2.22299 -0.78607 -1.00592
C 2.03867 0.62714 0.78461
H 2.36611 -0.21573 1.39488
H 1.08926 0.97781 1.19169
H 2.77450 1.43112 0.81519
I 1.29684 1.51401 -1.40244
O -0.10055 -1.34974 0.32036
C -1.37366 -0.97479 -0.20131
C -1.96641 0.24734 0.46923
C -3.32793 0.55512 0.30754
C -3.81586 1.73086 0.88266
C -2.91613 2.56480 1.55326
C -1.57482 2.15867 1.66654
N -1.13196 0.99230 1.19194
H 0.00382 -0.78785 1.11433
H -1.28629 -0.80639 -1.28884
H -2.01623 -1.85001 -0.02403
H -3.93572 -0.14667 -0.26247
H -4.86861 1.99014 0.80302
H -3.21349 3.51398 1.98845
H -0.83753 2.80022 2.15894
*
```

HOMO level (spin up / spin down) ... -0.2633 / -0.2767 hartree
Frontier orbital gap (spin up / spin down) ... 6.51 / 5.98 eV